Entry 1:
This record from OMol25 describes a cluster of 2 separate species, C15H29N4O6PS in total in a non-equilibrium geometry. The level of theory is ωB97M-V/def2-TZVPD.

Last column: natural (NBO) charge in e.
Element x y z (Å)
S: -8.52 0.55 -1.20  2.559
P: 2.28 -0.99 0.29  0.801
O: 1.61 2.82 -1.67  -0.574
O: -8.20 -0.67 -0.40  -1.126
O: -8.12 0.34 -2.63  -1.135
O: -7.78 1.73 -0.64  -1.157
O: 5.40 -1.84 -1.32  -0.514
O: -9.99 0.82 -1.13  -1.133
N: 3.05 1.10 -1.09  -0.679
N: -5.08 0.28 -1.12  -0.734
N: -4.30 -1.89 -0.72  -0.701
N: -3.59 -0.16 0.72  -0.674
C: -4.34 -0.66 -0.43  0.570
C: 3.32 1.52 1.18  -0.389
C: -0.53 2.11 0.73  -0.410
C: 2.96 -2.29 1.40  -0.723
C: 0.58 -1.33 -1.89  -0.602
C: 2.17 2.15 -0.79  0.696
C: 0.82 1.85 1.44  -0.380
C: 2.00 -1.69 -1.40  -0.712
C: 2.08 2.35 0.72  -0.333
C: 1.84 -3.30 1.66  -0.604
C: 3.49 0.41 0.13  -0.123
C: -2.24 0.26 0.29  -0.211
C: 5.44 -0.65 -1.12  0.440
C: 4.98 -0.02 0.17  -0.530
C: -1.62 1.20 1.32  -0.390
H: 2.16 -4.06 2.36  0.207
H: -1.21 0.59 2.12  0.191
H: -2.29 0.75 -0.68  0.168
H: -4.75 0.36 -2.08  0.380
H: 0.99 -2.77 2.08  0.221
H: -2.39 1.82 1.76  0.201
H: 2.11 -2.77 -1.39  0.227
H: 3.84 -2.80 1.01  0.216
H: -3.72 -2.35 -0.03  0.314
H: -0.11 -2.11 -1.60  0.218
H: 1.48 -3.74 0.74  0.208
H: -0.81 3.14 0.92  0.203
H: 2.72 -1.26 -2.09  0.226
H: -1.63 -0.64 0.23  0.182
H: 3.74 1.31 -1.79  0.402
H: 5.61 0.83 0.43  0.213
H: 2.20 3.39 0.99  0.234
H: 3.14 1.18 2.20  0.218
H: 4.15 2.21 1.16  0.198
H: 0.77 2.38 2.39  0.195
H: 5.80 0.05 -1.90  0.102
H: 0.25 -0.44 -1.37  0.215
H: 0.56 -1.14 -2.95  0.213
H: 0.87 0.80 1.67  0.223
H: 5.08 -0.77 0.95  0.240
H: -4.06 0.67 1.06  0.355
H: 3.18 -1.80 2.34  0.219
H: -4.99 1.20 -0.71  0.367
H: -0.41 1.97 -0.33  0.213

The molecular weight comes out at 424.46 g mol⁻¹. The spin multiplicity is 1. As for the total charge: -2. For the HOMO-LUMO gap, the calculation gives 1.87 eV.


Entry 2:
This record from OMol25 describes a structure of composition C28H28FeNO2 in a non-equilibrium geometry. The level of theory is ωB97M-V/def2-TZVPD.

Last column: natural (NBO) charge in e.
Element x y z (Å)
Fe: -2.26 -2.13 6.10  0.036
O: -1.40 -1.52 -2.28  -0.479
O: 2.94 0.75 1.52  -0.609
N: 1.34 -0.89 2.04  -0.693
C: -2.69 -2.23 4.16  -0.073
C: -1.81 -2.48 1.74  0.008
C: -2.77 -1.67 1.12  -0.254
C: -2.45 -0.84 -3.01  -0.262
C: -0.26 -1.89 6.05  -0.381
C: 3.66 -1.42 2.20  -0.890
C: -0.93 -0.91 6.88  -0.251
C: -3.24 -1.02 4.78  -0.238
C: 0.31 1.28 -1.51  -0.205
C: 0.65 0.53 -0.40  -0.215
C: -0.65 -3.22 6.50  -0.349
C: -1.55 -2.25 3.19  -0.224
C: 2.64 -0.37 1.88  0.669
C: -3.24 -3.34 4.91  -0.233
C: -2.72 -1.40 -0.23  -0.320
C: -0.87 -0.48 2.88  -0.475
C: -0.80 1.95 0.98  -0.233
C: 0.18 -0.12 1.98  0.236
C: -0.78 -2.86 -0.43  -0.350
C: -4.08 -1.38 5.89  -0.251
C: -1.02 2.75 -0.14  -0.221
C: -0.50 2.42 -1.40  -0.260
C: 0.03 0.81 0.84  0.015
C: -0.84 -3.11 0.93  -0.218
C: -1.69 -1.95 -1.01  0.333
C: -1.67 -1.63 7.90  -0.254
C: -1.51 -3.05 7.67  -0.248
C: -4.11 -2.83 5.96  -0.251
H: -0.66 -2.76 3.58  0.199
H: -2.15 -1.18 8.76  0.223
H: 0.04 -3.26 -1.03  0.215
H: 4.57 -1.22 1.61  0.221
H: -0.75 0.16 6.86  0.234
H: -3.47 -1.14 1.76  0.195
H: -0.08 -3.75 1.40  0.190
H: 3.33 -2.47 2.08  0.195
H: -3.07 -4.40 4.64  0.243
H: -4.76 -3.46 6.63  0.235
H: -2.51 0.22 -2.70  0.192
H: -1.34 2.10 1.95  0.209
H: 1.27 -0.41 -0.51  0.229
H: -4.69 -0.67 6.48  0.232
H: -0.64 3.07 -2.25  0.204
H: -3.42 -0.69 -0.66  0.209
H: -1.65 3.62 -0.01  0.199
H: -0.28 -4.17 6.11  0.237
H: -1.76 0.18 2.80  0.224
H: -3.44 -1.32 -2.87  0.183
H: 1.32 -1.71 2.66  0.323
H: 4.01 -1.29 3.22  0.223
H: -2.11 -0.94 -4.04  0.193
H: -0.44 -0.79 3.90  0.255
H: 0.55 -1.67 5.36  0.213
H: -3.07 -0.03 4.34  0.236
H: -1.88 -3.85 8.31  0.225
H: 0.68 0.96 -2.49  0.205

The molecular weight comes out at 466.38 g mol⁻¹. The relative energy (zero: lowest compared OMol25 entry of this formula, charge and spin) comes out at 80.4 kcal/mol. The spin multiplicity is 5. As for the total charge: -1. For the HOMO-LUMO gap (alpha / beta), the calculation gives 2.14 / 6.98 eV.


Entry 3:
This record from OMol25 describes a structure of composition C30H45F5P2STl in a non-equilibrium geometry. The level of theory is ωB97M-V/def2-TZVPD.

Last column: Löwdin charge in e.
Element x y z (Å)
Tl: -0.08 -0.88 -1.12  0.790
S: 0.22 3.11 1.05  0.621
P: -2.53 0.94 0.42  0.723
P: 1.50 1.57 -2.05  0.685
F: 4.20 5.38 3.28  0.104
F: -0.07 5.86 5.33  0.106
F: 3.09 3.90 1.30  0.033
F: -1.20 4.36 3.36  0.051
F: 2.63 6.38 5.31  0.112
C: -1.88 -4.14 -2.42  -0.161
C: -2.10 -2.69 -2.11  -0.209
C: 0.13 4.63 3.31  -0.223
C: -1.29 -2.18 2.69  0.002
C: 0.56 -3.79 0.72  -0.023
C: 0.91 -2.52 1.38  -0.227
C: -2.07 -1.69 -3.03  -0.204
C: -0.33 -2.45 -4.85  -0.164
C: 2.07 5.65 4.32  -0.130
C: 0.08 -1.81 2.30  -0.153
C: -4.02 -0.12 0.25  -0.306
C: -0.46 -4.63 -2.83  -0.166
C: 2.99 0.64 -2.58  -0.301
C: 2.28 4.40 2.27  -0.226
C: 0.28 0.43 3.62  0.003
C: 2.10 -1.74 1.18  -0.195
C: 1.99 -0.57 1.98  -0.132
C: 2.17 3.25 -1.79  -0.302
C: -2.94 1.65 2.07  -0.295
C: -3.12 2.36 -0.58  -0.292
C: 3.21 -2.08 0.26  -0.002
C: 0.77 -0.62 2.70  -0.109
C: 0.90 4.09 2.24  -0.620
C: 0.65 -3.62 -2.87  -0.149
C: 0.70 5.39 4.33  -0.132
C: 2.86 5.16 3.28  -0.137
C: 0.69 -2.61 -3.76  -0.152
C: 2.94 0.57 1.98  0.002
C: -1.73 -1.89 -4.48  -0.165
C: 0.72 1.73 -3.71  -0.292
H: -0.48 -3.79 0.37  0.078
H: 0.67 -4.64 1.42  0.120
H: 2.85 -2.61 -0.63  0.071
H: 3.78 0.41 2.68  0.117
H: 3.29 0.96 -3.58  0.055
H: -3.94 2.10 2.01  0.053
H: -2.17 -4.70 -1.51  0.112
H: 0.77 0.78 -4.27  0.032
H: 3.81 0.81 -1.87  0.043
H: -2.39 3.18 -0.52  0.019
H: -1.83 -0.90 -4.96  0.112
H: 3.74 -1.18 -0.07  0.082
H: 1.23 2.52 -4.28  0.052
H: 1.51 -3.84 -2.23  0.092
H: 2.43 1.50 2.27  0.061
H: -0.71 0.19 4.03  0.084
H: -2.60 -4.46 -3.20  0.128
H: -2.50 -2.53 -4.96  0.128
H: 0.11 -1.77 -5.60  0.115
H: -4.09 2.69 -0.19  0.051
H: -2.43 -0.68 -2.79  0.091
H: 1.33 3.95 -1.62  0.033
H: -0.48 -3.41 -5.37  0.121
H: -2.92 0.87 2.83  0.027
H: -2.41 -2.49 -1.08  0.079
H: 3.36 0.74 0.98  0.086
H: -0.34 2.00 -3.60  0.036
H: 1.21 -3.99 -0.14  0.063
H: -1.30 -2.86 3.55  0.117
H: 2.78 -0.44 -2.60  0.000
H: 3.94 -2.73 0.76  0.118
H: -0.56 -5.13 -3.81  0.123
H: -2.20 2.42 2.34  -0.009
H: 2.75 3.56 -2.67  0.053
H: -1.89 -1.29 2.97  0.073
H: -1.82 -2.68 1.87  0.085
H: 0.19 1.40 3.08  0.048
H: -4.12 -0.48 -0.79  0.027
H: 2.80 3.26 -0.89  0.021
H: 1.57 -1.95 -3.82  0.094
H: 0.97 0.59 4.46  0.119
H: -3.92 -1.00 0.90  0.029
H: -4.91 0.45 0.54  0.050
H: -3.22 2.05 -1.63  0.034
H: -0.16 -5.42 -2.13  0.111

The molecular weight comes out at 799.08 g mol⁻¹. The spin multiplicity is 1. As for the total charge: +1. For the HOMO-LUMO gap (alpha / beta), the calculation gives 3.34 / 2.77 eV.